{"formula": "C23H27FN2O2", "method": "wB97M-V/def2-TZVPD", "e_above_lowest_kcal_mol": 383.1, "homo_energy_ha": -0.3162, "charge": 0, "max_force_ev_per_a": 13.00, "symbols": ["C", "C", "C", "C", "C", "C", "C", "C", "H", "H", "C", "N", "C", "O", "C", "C", "N", "C", "O", "C", "C", "H", "H", "H", "H", "C", "H", "H", "C", "C", "C", "C", "C", "C", "C", "H", "H", "H", "F", "H", "H", "H", "H", "H", "H", "H", "H", "H", "H", "H", "H", "H", "H", "H", "H"], "xyz": [[0.76563, -1.10423, -1.94077], [0.06232, -0.83865, -3.34486], [-0.73343, -1.92526, -3.84647], [-1.43544, -1.68228, -4.90582], [-1.21408, -0.35020, -5.62947], [-0.50456, 0.48796, -5.06331], [0.09635, 0.35259, -3.79655], [1.23546, 1.47174, -3.51715], [1.90736, 1.74797, -4.28005], [1.68748, 1.21423, -2.66151], [0.32842, 2.48137, -3.11089], [-0.70631, 2.30239, -2.22414], [-0.69287, 2.39648, -0.95667], [0.32855, 2.14493, -0.40689], [-1.93443, 2.08907, -0.18774], [-1.84997, 1.41010, 1.31794], [-1.58331, 0.14990, 1.16249], [-1.92535, -0.80563, 0.22449], [-1.52080, -2.07521, 0.04140], [-2.68825, -0.32801, -0.97459], [-3.03278, 1.20539, -0.79979], [-3.54111, 1.43783, -1.63257], [-4.00552, 1.02859, -0.15180], [-2.03562, -0.38882, -1.77538], [-3.15552, -1.00036, -1.36386], [-0.70346, -0.53161, 2.15203], [-1.03030, -1.39638, 2.40246], [-0.86600, -0.10267, 3.06866], [0.73328, -0.45167, 2.05237], [1.51917, -0.81785, 3.14514], [2.10638, 0.04377, 4.00665], [2.84017, -0.20428, 5.18258], [2.99022, -1.63703, 5.41489], [2.56513, -2.42475, 4.58169], [1.86982, -2.11462, 3.45020], [1.56225, -3.11759, 2.62865], [2.93109, -3.53377, 4.64604], [3.32075, -1.97840, 6.41090], [3.14131, 0.62619, 6.07204], [1.83288, 1.01076, 3.99641], [0.87071, 0.60453, 1.62002], [0.89085, -1.27780, 1.29093], [-2.61104, 1.62519, 1.98995], [-0.92386, 2.04802, 1.71298], [-2.30126, 3.00878, 0.04429], [-1.80837, 2.27792, -2.85271], [0.79846, 3.48971, -2.63430], [-0.25530, 3.29188, -4.10553], [-0.22231, 1.28610, -5.81095], [-1.80312, -0.54600, -6.41005], [-2.03417, -2.54427, -5.24180], [-0.79440, -2.78706, -3.13068], [0.48895, -1.93638, -1.60501], [1.77727, -1.22195, -2.13431], [0.62829, -0.17613, -1.32615]], "forces_ev_per_a": [[0.4, 7.6, -4.3], [0.7, -5.0, 6.1], [1.8, 0.3, 4.2], [-1.2, 0.7, -2.8], [-4.7, -10.1, 1.5], [4.2, 7.3, -0.3], [3.5, 3.8, -4.6], [-4.4, -2.8, -0.9], [0.4, 0.0, -1.1], [2.4, -1.3, 2.9], [-0.1, 11.3, -1.9], [-8.5, -0.5, -7.0], [-1.4, -4.5, 2.5], [4.6, 1.1, 2.8], [-3.0, -2.1, 2.0], [3.8, 8.2, -2.8], [3.5, -10.9, 0.1], [1.0, -3.5, -3.3], [-1.2, 5.6, 2.7], [6.5, 9.3, 5.6], [-2.3, -3.5, 2.7], [-1.1, 1.8, -3.6], [2.0, 1.4, -0.2], [2.8, 0.4, -1.4], [-7.7, -7.3, -3.3], [-0.8, 5.1, 0.5], [-2.2, -6.3, 0.4], [-1.2, 2.1, 2.5], [0.1, 0.8, -6.5], [2.1, -2.6, 2.4], [1.6, 1.3, 3.5], [-2.4, -6.9, -3.9], [3.7, 9.0, 8.6], [-1.5, -10.2, -6.6], [-1.9, -3.6, -4.4], [0.9, 3.4, 2.6], [-1.2, 1.9, 0.2], [0.5, 0.3, -0.7], [1.0, 3.1, 2.3], [-0.9, 3.7, -0.8], [0.8, -1.5, 0.5], [0.7, 1.4, 0.0], [-2.1, 0.8, 0.7], [-1.4, -1.8, -0.3], [-1.9, 2.8, 0.5], [4.4, 0.0, 3.2], [0.2, -2.3, -1.1], [1.9, -3.0, 2.3], [-0.2, 0.2, 1.5], [-1.5, 1.3, -4.1], [-0.2, 1.0, -0.6], [0.0, 0.5, -1.3], [-2.9, -6.4, 3.5], [2.3, 0.1, -0.3], [0.0, -1.3, -0.1]]}


{"formula": "C10H7NO", "method": "wB97M-V/def2-TZVPD", "e_above_lowest_kcal_mol": 53.8, "homo_energy_ha": -0.3296, "charge": 0, "max_force_ev_per_a": 5.10, "symbols": ["C", "C", "C", "C", "C", "C", "C", "C", "C", "C", "H", "H", "H", "H", "H", "H", "H", "N", "O"], "xyz": [[3.42229, -0.38065, 0.12902], [1.98908, 0.01113, -0.06799], [1.76146, 1.43039, -0.18242], [0.40819, 1.77510, -0.16820], [-0.66039, 0.72491, -0.06298], [-2.05265, 0.89144, 0.00200], [-2.95047, -0.22275, -0.07995], [-2.47015, -1.56014, -0.17899], [-1.06541, -1.66732, 0.05424], [-0.16548, -0.63873, 0.02287], [4.13828, 0.54470, 0.87360], [2.45996, 2.14722, 0.10076], [-0.05474, 2.75252, -0.21826], [-2.23234, 1.96872, 0.10716], [-3.95163, -0.23602, -0.10503], [-3.05460, -2.45586, -0.14316], [-0.55933, -2.58828, 0.21240], [1.18656, -1.03382, 0.00674], [3.85135, -1.46254, -0.30182]], "forces_ev_per_a": [[2.6, -1.5, 0.1], [1.5, -0.5, 0.5], [-4.8, -1.6, 0.9], [-1.4, -1.7, 0.0], [2.8, -1.5, -0.2], [-0.1, -0.3, -0.3], [4.2, -0.2, -0.4], [3.7, 2.0, 1.8], [-2.3, -1.3, -0.7], [0.5, 1.4, -0.7], [-1.7, -2.7, -2.2], [1.5, 1.0, -0.3], [0.8, 0.5, 0.1], [-1.3, -0.6, -0.2], [-3.7, 1.3, 0.0], [-0.5, 0.0, -0.2], [-0.1, -1.1, -0.1], [-1.2, 3.0, 0.1], [-0.6, 3.9, 1.7]]}